[1]
DFT (ωB97M-V/def2-TZVPD) results for a structure of composition C25H41BeCl3N3O3SSi at a distorted geometry.

Results
orbital gap	7.2	eV

Geometry as ORCA input:
```
! RIJCOSX wB97M-V def2-TZVPD def2/J DEFGRID3
* xyz -1 1
C 1.2314 -2.0093 -4.8528
C 0.9420 -0.6475 -4.3027
H 1.4762 -1.9341 -5.9219
H 0.3635 -2.6815 -4.7952
H 2.0774 -2.4735 -4.3418
C 0.2116 0.2400 -5.0111
C -0.3813 -0.0200 -6.3546
H 0.1141 1.2729 -4.6791
H -1.0241 -0.9131 -6.3896
H 0.3930 -0.1423 -7.1334
H -0.9926 0.8418 -6.6466
Be 3.1686 -0.7399 -1.2473
Cl 3.1956 0.1214 0.4885
Cl -0.2338 -1.1627 0.0277
C 0.1645 1.8571 0.8553
O -1.0127 1.4797 0.8368
N 0.5422 3.1144 1.1913
C -0.4537 4.1453 1.4271
C 1.9334 3.5435 1.1774
H 1.0164 1.1962 0.6028
H -1.4445 3.6844 1.5039
H -0.4487 4.8831 0.6089
H -0.2090 4.6683 2.3610
H 2.5842 2.6640 1.1124
H 2.1467 4.1062 2.0995
H 2.1343 4.2034 0.3172
H -1.9574 -1.0156 -3.0916
H -2.6176 1.2439 -3.4602
C -2.6906 -1.1345 -2.2838
C -3.3237 1.2118 -2.6209
N -2.9125 0.1756 -1.6827
H -2.2877 -1.8075 -1.5263
C -3.3206 0.2938 -0.3805
O -3.3311 -0.6051 0.4664
H -3.3183 2.1771 -2.1079
H -3.6631 1.3242 -0.1492
H -3.6149 -1.5419 -2.7203
H -4.3355 1.0210 -3.0153
O 1.7023 -1.0217 -1.9720
C 1.7582 -0.1829 -3.0773
C 0.1302 1.5374 -2.2240
C 1.4336 1.2367 -2.6135
H -0.5635 0.7016 -2.0817
C -0.2492 2.8723 -2.0972
H 2.7907 -0.1472 -3.4809
C 2.4355 2.2136 -2.5543
H -1.2952 3.1282 -1.8850
C 0.7042 3.8747 -2.2739
C 2.0547 3.5540 -2.4266
H 3.4856 1.9090 -2.6447
H 0.3918 4.9208 -2.2942
H 2.8124 4.3401 -2.4748
Si 0.4258 -3.0877 -0.4033
Cl 4.7703 -1.1806 -2.0359
C -1.1750 -4.1237 -0.5232
C 1.4207 -3.6246 1.0975
C 1.3644 -3.5684 -1.9408
H -2.0834 -3.5135 -0.5076
H -1.2676 -4.8400 0.3066
H -1.1605 -4.7074 -1.4582
H 0.9260 -3.0804 -2.8125
H 1.2734 -4.6534 -2.1007
H 2.4396 -3.3420 -1.8864
H 1.2039 -3.0244 1.9840
H 2.4939 -3.5517 0.8714
H 1.1707 -4.6711 1.3363
S -1.3376 -2.5354 3.4348
C -1.3186 -0.8968 3.7483
N -2.1515 -0.0549 3.0357
C -2.2051 1.2851 3.2818
C -1.3757 1.8671 4.2239
C -0.4591 1.0580 4.9232
C -0.4466 -0.3107 4.6946
H -2.6775 -0.4346 2.2331
H -2.9354 1.8261 2.6960
H -1.4309 2.9412 4.3859
H 0.2433 1.4905 5.6352
H 0.2343 -0.9860 5.2141
*
```

Quick look at the Löwdin charges, all values in e: C -0.057; C -0.204; H 0.079; H 0.088; H 0.079; C -0.131; C -0.118; H 0.098; H 0.073; H 0.076; H 0.063; Be -0.516; Cl 0.206; Cl 0.532; C -0.344; O -0.100; N -0.170; C -0.058; C -0.057; H 0.031; H 0.075; H 0.083; H 0.081; H 0.037; H 0.084; H 0.075; H 0.084; H 0.084; C -0.055; C -0.073; N -0.186; H 0.022; C -0.324; O -0.039; H 0.074; H 0.135; H 0.097; H 0.089; O -0.373; C -0.392; C -0.066; C -0.184; H 0.089; C -0.091; H 0.098; C -0.028; H 0.096; C -0.120; C -0.102; H 0.113; H 0.094; H 0.099; Si 0.200; Cl 0.190; C -0.206; C -0.218; C -0.209; H 0.000; H 0.026; H 0.021; H -0.006; H 0.041; H 0.025; H -0.013; H 0.026; H 0.029; S 0.569; C -0.813; N 0.064; C -0.094; C -0.097; C -0.070; C -0.112; H 0.092; H 0.119; H 0.093; H 0.103; H 0.097

[2]
DFT (ωB97M-V/def2-TZVPD) results for the molecule C4H8N2O2 at a distorted geometry.

Results
SMILES	[H]/N=C1\NOC(C)(C)O1
orbital gap	10.1	eV
ΔE to the lowest compared entry with this formula, charge and spin	556.8	kJ/mol

Geometry as ORCA input:
```
! RIJCOSX wB97M-V def2-TZVPD def2/J DEFGRID3
* xyz 0 1
C 0.6280 0.5849 1.8174
C 0.3239 0.0635 0.5027
C 1.0261 -1.4621 0.0378
C -0.5745 0.6898 -1.3764
H 0.0604 -0.0480 2.4853
H 0.4507 1.7585 1.5256
H 1.8209 0.7393 2.1570
H 1.9926 -1.2651 -0.1058
H 0.7152 -1.7448 -0.9854
H 0.8029 -2.2534 0.7757
H -2.4352 0.1019 -0.9277
H -1.8715 0.8627 -2.7037
N -1.4106 -0.2736 -0.6549
N -0.9173 1.1935 -2.5914
O -1.0602 -0.0097 0.6442
O 0.4486 1.0626 -0.6003
*
```

Quick look at the Löwdin charges, all values in e: C -0.022; C -0.523; C 0.066; C -0.438; H 0.092; H 0.156; H 0.154; H 0.010; H 0.076; H 0.089; H 0.199; H 0.012; N 0.032; N 0.114; O -0.090; O 0.073

[3]
DFT (ωB97M-V/def2-TZVPD) results for a structure of composition C8H8BaN2O2S at a distorted geometry.

Results
orbital gap	5.8	eV
ΔE to the lowest compared entry with this formula, charge and spin	0.0	kJ/mol

Geometry as ORCA input:
```
! RIJCOSX wB97M-V def2-TZVPD def2/J DEFGRID3
* xyz 2 1
O 3.5284 0.4410 1.0145
C 2.3970 0.1684 0.0907
C 1.1903 1.1146 0.2842
C -0.1553 0.4221 0.0754
C -1.2298 0.8712 0.8255
C -2.5178 0.2784 0.6378
N -3.6383 0.6451 1.3208
S -4.7633 -0.3592 0.7387
N -3.9919 -1.2806 -0.3560
C -2.7330 -0.7891 -0.3081
C -1.6041 -1.2333 -1.0692
C -0.3825 -0.6431 -0.8718
O 0.6769 -1.0999 -1.6773
H 3.2323 0.0684 1.8743
H 2.0457 -0.8994 0.2734
H 2.7132 0.1887 -1.0116
H 1.2694 2.0525 -0.3016
H 1.2167 1.4499 1.3418
H -1.1183 1.6950 1.5379
H -1.6940 -2.0353 -1.8119
H 0.8906 -0.4552 -2.3665
Ba 4.6680 -0.6001 -0.2408
*
```

Quick look at the Löwdin charges, all values in e: O -0.518; C -0.399; C -0.087; C -0.163; C 0.049; C -0.346; N -0.200; S 1.084; N -0.186; C -0.353; C 0.080; C -0.253; O -0.009; H 0.159; H 0.143; H 0.060; H 0.152; H 0.139; H 0.139; H 0.147; H 0.120; Ba 2.246